Entry 1:
Molecular formula: C4H9N3S
Method: DFT, ωB97M-V/def2-TZVPD

Geometry (Å):
C (0.8170, -0.8566, -0.8601)
C (-0.4136, -1.3322, 0.0521)
C (-1.0537, -0.2289, 0.9893)
C (-0.2605, 1.0166, 1.3313)
H (2.2200, 1.6574, -1.4739)
H (-0.2691, 0.9805, -1.2242)
H (1.9904, -2.2079, -0.3142)
H (-1.2384, -1.4482, -0.5580)
H (-0.3019, -2.2758, 0.6516)
H (-1.6435, -0.7371, 1.9148)
H (-0.3956, 1.7820, 2.1742)
H (0.6847, 1.3156, 0.7787)
H (-2.4537, 1.1887, 1.1664)
N (0.3603, 0.2687, -1.6464)
N (2.0669, -1.3771, -0.8935)
N (-1.6015, 1.0037, 0.5318)
S (1.4920, 1.2508, -2.6199)

Highest occupied orbital energy   -0.34014 Ha
Spin multiplicity   1
Gap between HOMO and LUMO   9.94 eV
Total energy   -19596.0278 eV
SMILES   [H]/N=C(\C[C@H]1CN1)NS

These are the natural (NBO) partial charges, in e, on atoms 1 to 2: number 1, C, carries 0.45; number 2, C, carries -0.49

Entry 2:
Molecular formula: C5H7Cl2N2OS
Method: DFT, ωB97M-V/def2-TZVPD

Geometry (Å):
C (-0.4502, -0.3411, 1.1419)
C (0.3899, 0.3224, -1.2136)
C (0.4164, 0.6143, 0.3070)
C (-1.1150, 0.2059, 2.3084)
C (0.2802, 1.4297, -2.0877)
N (-0.4484, -1.5959, 0.8583)
N (0.3973, -0.9089, -1.6076)
O (1.7041, -2.5844, -0.1639)
S (0.3621, -2.0822, -0.4544)
Cl (2.1137, 0.3678, 0.7754)
Cl (-0.8338, -3.4462, -1.1006)
H (0.2490, 1.7051, 0.4886)
H (-0.4445, 0.5799, 3.1431)
H (-1.6816, -0.5772, 2.7520)
H (-1.6750, 0.9654, 1.8280)
H (0.7331, 1.1601, -2.9601)
H (0.7512, 2.2633, -1.6022)
H (-0.7486, 1.9221, -2.4127)

Highest occupied orbital energy   -0.54955 Ha
Charge   +1
Spin multiplicity   1
Gap between HOMO and LUMO   9.52 eV
Total energy   -46196.3339 eV
SMILES   CC1=N[S@@](=O)(Cl)=[N+]=C(C)[C@@H]1Cl

These are the natural (NBO) partial charges, in e, on atoms 1 to 2: number 1, C, carries 0.45; number 2, C, carries 0.44

Entry 3:
Molecular formula: C8H11NOS2
Method: DFT, ωB97M-V/def2-TZVPD

Geometry (Å):
C (1.5324, -0.0141, 0.8580)
C (0.7377, -0.2310, -0.3025)
C (-1.0379, -1.8734, -0.1019)
C (-2.1783, -1.3627, -0.8310)
C (-2.9501, -0.1220, -0.1132)
C (2.9651, 1.5685, -0.0904)
C (2.9680, 0.9052, -1.4961)
C (-2.3110, -0.0116, 1.2293)
N (2.5545, 0.7242, 1.0041)
O (-0.2708, -1.4121, 2.4823)
S (1.2068, 0.3404, -1.7543)
S (-1.5049, -1.6391, 1.6133)
H (1.0540, -0.5225, 1.6884)
H (-1.6589, -1.0804, -1.7396)
H (-2.6016, -2.3510, -1.1422)
H (-2.8419, 0.7698, -0.6907)
H (-3.9948, -0.4415, 0.0949)
H (3.8450, 2.1559, -0.0549)
H (2.1505, 2.3727, -0.1617)
H (3.4160, 1.4526, -2.2993)
H (3.5614, -0.0661, -1.3782)
H (-1.4671, 0.6957, 1.3613)
H (-3.1741, 0.1425, 1.8244)

Highest occupied orbital energy (alpha / beta)   -0.29972 / -0.29968 Ha
Spin multiplicity   1
Gap between HOMO and LUMO (alpha / beta)   6.78 / 6.78 eV
Total energy   -33674.1975 eV

These are the natural (NBO) partial charges, in e, on atoms 1 to 2: number 1, C, carries -0.08; number 2, C, carries -0.26

Entry 4:
Molecular formula: C23H17AuBrFN6O7S
Method: DFT, ωB97M-V/def2-TZVPD

Geometry (Å):
Au (0.5058, -0.5875, -1.5599)
C (-2.2547, 3.5705, -0.9970)
N (-0.8075, 3.4778, -0.8284)
C (-0.0535, 4.3222, -0.0431)
C (1.2015, 3.8489, -0.0464)
N (1.2221, 2.7097, -0.8438)
C (-0.0322, 2.5060, -1.3420)
S (-0.6666, 1.3715, -2.4572)
C (2.3791, 1.8828, -0.9645)
C (3.4645, 2.0862, -0.1260)
C (4.5863, 1.3012, -0.3277)
C (4.5945, 0.3491, -1.3327)
C (3.4399, 0.1740, -2.0681)
N (2.3512, 0.9291, -1.8832)
H (-2.5754, 4.5295, -0.6012)
H (-2.7384, 2.7671, -0.4427)
H (-2.5143, 3.4960, -2.0489)
H (-0.4946, 5.1605, 0.4662)
H (2.0790, 4.2231, 0.4423)
H (3.4321, 2.7816, 0.6970)
H (5.4454, 1.4271, 0.3175)
H (5.4534, -0.2813, -1.5102)
H (3.3347, -0.6072, -2.8111)
Br (-3.1431, -8.2689, -0.9764)
C (-2.6312, -6.4604, -0.7359)
C (-2.1012, -5.7576, -1.8050)
C (-1.7355, -4.4326, -1.6235)
C (-1.8936, -3.8253, -0.3831)
C (-2.4195, -4.5519, 0.6791)
C (-2.7955, -5.8733, 0.5093)
C (-1.4846, -2.3951, -0.1611)
O (-1.4213, -1.9317, 0.9685)
O (-1.2589, -1.7462, -1.2731)
H (-1.9769, -6.2401, -2.7643)
H (-1.3178, -3.8614, -2.4409)
H (-2.5290, -4.0655, 1.6390)
H (-3.2093, -6.4441, 1.3287)
O (0.1559, -1.3430, -5.5163)
C (0.5548, -1.4353, -4.4120)
N (1.0128, -1.5717, -3.3075)
F (-3.3502, 1.8219, 2.2194)
C (-2.0447, 1.8373, 2.5194)
C (-1.3365, 0.7083, 2.6182)
N (0.0149, 0.7141, 2.9007)
C (0.7779, -0.4890, 2.5910)
C (0.9722, -0.6228, 1.0931)
O (1.5765, -1.5762, 0.6055)
O (0.4200, 0.3008, 0.3894)
C (0.7150, 1.8961, 2.9533)
O (1.9291, 1.9701, 2.9872)
N (-0.0770, 3.0280, 2.9994)
C (-1.4215, 3.1369, 2.6668)
O (-1.9481, 4.2202, 2.5080)
H (-1.7752, -0.2614, 2.4216)
H (0.2234, -1.3630, 2.9262)
H (1.7372, -0.4518, 3.0977)
H (0.4287, 3.8972, 3.0885)

Highest occupied orbital energy (alpha / beta)   -0.31616 / -0.32506 Ha
Spin multiplicity   3
Gap between HOMO and LUMO (alpha / beta)   8.10 / 5.96 eV
Total energy   -134687.5684 eV

These are the natural (NBO) partial charges, in e, on atoms 1 to 2: number 1, Au, carries 1.46; number 2, C, carries -0.41

Entry 5:
Molecular formula: C11H14BN7SSn
Method: DFT, ωB97M-V/def2-TZVPD

Geometry (Å):
C (-0.5576, -0.1272, 3.0521)
N (-0.3175, -0.2582, 1.7299)
N (0.1448, -1.5319, 1.5064)
C (0.1822, -2.1997, 2.6752)
C (-0.2663, -1.3435, 3.6753)
B (0.5826, -2.0197, 0.0890)
N (-0.5666, -1.6794, -0.9129)
N (-1.0631, -0.4156, -1.0068)
C (-2.0294, -0.3902, -1.9476)
C (-2.1350, -1.6769, -2.4760)
C (-1.2018, -2.4620, -1.8037)
Sn (-0.3111, 1.3687, 0.1694)
N (1.7963, -1.1233, -0.3198)
N (1.6874, 0.2470, -0.3213)
C (2.8872, 0.7476, -0.6816)
C (3.7564, -0.3173, -0.9423)
C (3.0367, -1.4773, -0.7001)
H (3.0693, 1.8136, -0.7274)
H (3.2962, -2.5252, -0.7683)
H (4.7772, -0.2494, -1.2675)
H (0.8545, -3.1872, 0.0746)
H (-0.9398, -3.5032, -1.8878)
H (0.5252, -3.2238, 2.7009)
H (-2.8061, -1.9870, -3.2472)
H (-0.3645, -1.5717, 4.7181)
H (-2.5777, 0.5089, -2.1842)
H (-0.8867, 0.8056, 3.4840)
H (-1.0233, 3.0094, -2.0602)
C (-1.9657, 3.1658, -1.5246)
H (-2.7965, 2.9622, -2.2108)
H (-2.0571, 2.4986, -0.6269)
H (-2.0232, 4.2059, -1.1892)
S (0.8165, 2.9187, 1.8682)
C (-0.3527, 4.0942, 1.6189)
N (-1.1703, 4.9236, 1.4440)

Highest occupied orbital energy (alpha / beta)   -0.82484 / -0.82906 Ha
Charge   +4
Spin multiplicity   1
Gap between HOMO and LUMO (alpha / beta)   3.93 / 4.24 eV
Total energy   -39355.7001 eV

These are the natural (NBO) partial charges, in e, on atoms 1 to 2: number 1, C, carries 0.11; number 2, N, carries -0.39

Entry 6:
Molecular formula: C2H4IN
Method: DFT, ωB97M-V/def2-TZVPD

Geometry (Å):
C (0.4706, 0.7694, -1.2022)
C (0.6472, 0.7391, 0.0708)
N (0.3661, 0.7703, -2.4230)
I (-2.2870, -2.4490, 3.2972)
H (0.2622, 1.5038, 0.8554)
H (-1.7411, -2.4952, 1.8435)
H (1.2852, -0.0580, 0.6137)
H (0.9967, 1.2196, -3.0555)

Highest occupied orbital energy   -0.33546 Ha
Spin multiplicity   1
Gap between HOMO and LUMO   9.86 eV
Total energy   -11727.5833 eV
SMILES   C=C=N.I

These are the natural (NBO) partial charges, in e, on atoms 1 to 2: number 1, C, carries 0.42; number 2, C, carries -0.68

One value per record, in order, for ΔE to the lowest compared entry with this formula, charge and spin: 3.608, 0.000, 6.639, 0.060, 0.103, 1.426 eV.